Record 1
Below is the molecule C16H24N2O3S, with properties calculated with the ωB97M-V functional and the def2-TZVPD basis.

## Properties
Charge   0
Calculated total energy   -1357.50868 Ha
HOMO-LUMO gap   9.86 eV
SMILES string   CCN(CC)S(=O)(=O)c1cccc(C(=O)N2CCCCC2)c1
Highest occupied orbital energy   -9.242 eV
Energy relative to the best compared isomer or geometry (same formula, charge and spin)   1.298 eV

CARTESIAN COORDINATES (ANGSTROEM)
C -2.098 -1.380 -4.524
C -1.899 -1.208 -3.020
N -0.516 -1.036 -2.639
C 0.358 -2.183 -2.593
C 0.279 -2.903 -1.248
S 0.122 0.493 -2.784
O 1.547 0.379 -2.882
O -0.589 1.231 -3.788
C -0.301 1.180 -1.182
C -1.421 1.978 -1.051
C -1.758 2.470 0.200
C -0.978 2.157 1.300
C 0.142 1.344 1.163
C 1.030 1.098 2.351
O 1.681 2.005 2.836
N 1.081 -0.171 2.810
C 0.178 -1.232 2.434
C -0.760 -1.563 3.598
C 0.054 -1.929 4.837
C 1.017 -0.793 5.175
C 1.898 -0.481 3.967
C 0.485 0.859 -0.094
H -1.578 -2.264 -4.886
H -1.707 -0.506 -5.037
H -3.156 -1.484 -4.748
H -2.428 -0.314 -2.684
H -2.300 -2.070 -2.478
H 1.368 -1.805 -2.753
H 0.116 -2.878 -3.403
H 0.963 -3.747 -1.242
H -0.728 -3.272 -1.065
H 0.550 -2.225 -0.444
H -1.992 2.222 -1.933
H -2.624 3.105 0.316
H -1.226 2.552 2.274
H -0.400 -0.933 1.558
H 0.770 -2.120 2.181
H -1.415 -2.388 3.313
H -1.382 -0.692 3.813
H -0.612 -2.122 5.679
H 0.622 -2.842 4.641
H 1.645 -1.064 6.023
H 0.451 0.101 5.442
H 2.534 0.384 4.161
H 2.527 -1.346 3.727
H 1.368 0.257 -0.245

***

Record 2
Below is a 3-piece molecular cluster, C16H24N2O6S2 overall, with properties calculated with the ωB97M-V functional and the def2-TZVPD basis.

## Properties
Charge   0
Calculated total energy   -1981.29984 Ha
HOMO-LUMO gap   9.78 eV
Highest occupied orbital energy   -9.206 eV
Energy relative to the best compared isomer or geometry (same formula, charge and spin)   0.000 eV

CARTESIAN COORDINATES (ANGSTROEM)
C 0.768 -1.042 2.702
C -0.573 -0.938 1.947
O -0.506 -1.113 0.543
C 0.244 -0.144 -0.112
C -0.454 0.592 -1.250
O -0.916 -0.204 -2.382
C -1.920 -0.970 -2.099
N -2.619 -1.854 -1.846
O 0.598 1.323 -1.804
C 1.752 0.546 -1.769
O 2.666 0.835 -2.466
C 1.643 -0.547 -0.705
C 1.536 -1.970 -1.190
C 1.824 -3.017 -0.336
C 1.693 -4.335 -0.713
C 1.284 -4.556 -2.023
C 1.052 -3.449 -2.811
N 1.152 -2.181 -2.444
H 0.848 -2.022 3.169
H 0.805 -0.267 3.465
H 1.637 -0.910 2.064
H -1.091 -0.012 2.220
H -1.216 -1.741 2.304
H 0.474 0.680 0.578
H -1.303 1.163 -0.895
H 2.443 -0.342 0.002
H 2.132 -2.789 0.677
H 1.899 -5.147 -0.033
H 1.156 -5.555 -2.408
H 0.760 -3.628 -3.842
C 3.831 3.123 -0.034
S 3.979 2.970 1.746
O 3.160 1.790 2.142
C 3.019 4.436 2.146
H 4.330 2.269 -0.488
H 2.776 3.119 -0.313
H 4.307 4.043 -0.373
H 2.021 4.351 1.715
H 3.527 5.319 1.757
H 2.946 4.506 3.229
C -5.811 1.957 -0.086
S -4.384 1.101 0.590
O -3.228 1.425 -0.292
C -4.919 -0.555 0.154
H -5.657 3.026 0.044
H -5.908 1.726 -1.147
H -6.706 1.649 0.454
H -5.073 -0.622 -0.922
H -5.841 -0.788 0.689
H -4.137 -1.252 0.450

***

Record 3
Below is C16H24N3O6V as an isolated structure, with properties calculated with the ωB97M-V functional and the def2-TZVPD basis.

## Properties
Charge   -1
Spin multiplicity   2
Calculated total energy   -2183.77283 Ha
HOMO-LUMO gap (spin up / spin down)   7.52 / 7.53 eV
Highest occupied orbital energy (spin up / spin down)   -4.631 / -4.650 eV
⟨S²⟩   0.77
Energy relative to the best compared isomer or geometry (same formula, charge and spin)   0.000 eV

CARTESIAN COORDINATES (ANGSTROEM)
O 0.104 1.367 1.318
V 0.050 0.132 0.316
C 0.953 -3.271 -1.363
C -0.407 -2.578 -1.397
C -1.380 -3.258 -0.433
O -0.382 -1.215 -1.274
H 0.936 -4.352 -1.506
H 1.342 -3.108 -0.344
H 1.651 -2.780 -2.041
H -0.848 -2.829 -2.391
H -0.980 -3.212 0.592
H -1.522 -4.325 -0.642
H -2.361 -2.783 -0.366
C -1.707 3.549 -0.268
C -0.912 2.838 -1.380
C 0.401 3.557 -1.640
O -0.879 1.471 -1.236
H -2.760 3.241 -0.286
H -1.666 4.635 -0.154
H -1.361 3.126 0.686
H -1.556 2.961 -2.278
H 0.952 3.112 -2.481
H 1.106 3.578 -0.811
H 0.199 4.560 -2.036
N 1.986 -1.294 2.388
O 2.515 -0.213 2.673
O 2.469 -2.381 2.691
O 0.858 -1.271 1.745
N 2.102 0.601 -0.519
C 2.727 1.662 -0.018
C 4.099 1.828 -0.024
C 4.894 0.882 -0.655
C 4.255 -0.191 -1.262
C 2.879 -0.252 -1.193
H 2.108 2.418 0.442
H 4.582 2.733 0.317
H 5.957 1.064 -0.753
H 4.740 -0.812 -2.004
H 2.306 -0.997 -1.732
N -1.931 -0.533 1.201
C -2.979 0.099 0.674
C -4.282 -0.055 1.115
C -4.513 -1.015 2.092
C -3.425 -1.563 2.747
C -2.157 -1.269 2.288
H -2.738 0.765 -0.156
H -5.081 0.481 0.626
H -5.539 -1.218 2.376
H -3.540 -2.193 3.618
H -1.267 -1.694 2.738